ORCA calculation (ωB97M-V/def2-TZVPD) on a structure of composition C33H33Br21F9IN7O in a non-equilibrium geometry.

* charge: +1
* E_HOMO: -11.008 eV
* strongest force on any atom: 9.49 eV Å⁻¹
* DFT total energy: -56985.1249 hartree

Last column: Löwdin charge in e.
Cartesian coordinates (Å):
C -1.808 4.813 3.459  0.12
C -0.545 4.227 3.135  -0.05
C 0.583 3.073 2.869  -0.22
N 0.767 2.368 1.664  -0.05
C 2.244 2.166 1.515  -0.14
N 3.210 3.067 1.152  0.12
N 2.640 0.723 1.658  0.12
C 2.115 0.251 0.279  -0.19
C 2.931 -1.095 0.032  -0.08
C 4.398 -0.901 -0.762  -0.57
N 5.520 -0.490 0.179  0.05
N 4.315 -0.075 -2.014  0.05
N 4.762 -2.330 -1.220  0.03
C 0.444 0.300 0.178  -0.07
C -0.163 -0.952 1.117  -0.04
C 0.622 -1.799 2.254  -0.03
C -0.078 -3.014 3.036  -0.13
N -1.449 -3.564 2.942  -0.03
C -2.187 -2.769 1.936  -0.26
C -1.710 -1.557 1.008  -0.18
C 0.164 -0.237 -1.309  -0.13
F 0.092 -1.760 -1.371  -0.04
F 1.329 -0.086 -2.289  -0.02
C -1.024 0.219 -2.269  -0.09
F -2.396 0.340 -1.830  -0.03
F -1.117 -0.857 -3.348  -0.07
C -0.147 1.803 0.672  -0.17
C -1.654 1.783 1.246  -0.10
C -2.149 1.196 2.652  -0.67
O -3.515 1.268 2.788  -0.16
I -1.332 0.251 4.394  0.98
C -0.060 2.981 -0.523  -0.15
F 0.875 2.679 -1.625  0.00
F 0.678 4.224 -0.009  -0.06
C -1.407 3.752 -1.011  -0.04
C -1.947 5.111 -0.172  0.01
C -3.255 6.004 -0.576  -0.03
C -4.156 5.668 -1.901  0.03
C -3.667 4.380 -2.785  -0.01
C -4.476 3.974 -4.193  -0.19
F -3.417 3.762 -5.249  -0.05
F -5.240 2.709 -4.084  0.01
F -5.298 5.128 -4.715  0.00
C -2.334 3.486 -2.327  0.08
H -2.605 5.652 3.755  0.09
H 1.576 3.732 3.053  0.11
H 0.670 2.347 3.818  0.10
H 3.733 3.580 1.908  -0.05
H 3.487 3.222 0.155  0.16
H 3.670 0.576 1.728  0.12
H 2.556 1.090 -0.451  0.14
H 3.302 -1.558 1.071  0.06
H 2.431 -1.987 -0.523  0.14
H 5.541 -1.135 1.010  0.03
H 5.455 0.511 0.467  0.07
H 4.316 -0.637 -2.893  0.09
H 5.101 0.618 -1.986  0.09
H 4.004 -2.575 -1.925  0.03
H 5.610 -2.164 -1.841  0.10
H 1.726 -1.527 2.536  0.08
H 0.605 -3.586 3.835  0.13
H -3.327 -3.106 1.810  0.03
H -2.486 -1.072 0.263  0.00
H -0.621 1.124 -2.940  0.18
H -2.399 1.306 0.442  0.15
H -2.110 2.886 1.366  0.13
H -1.371 5.498 0.800  0.08
H -3.583 6.938 0.091  0.11
H -5.083 6.272 -2.289  0.11
H -2.081 2.635 -3.067  0.08
C 0.449 -3.953 -4.042  -1.59
Br 2.351 -3.612 -4.263  0.57
Br -0.348 -4.686 -5.658  0.58
Br 0.089 -5.066 -2.487  0.52
H -0.030 -2.985 -3.860  -0.05
C -0.441 -9.325 -0.985  -1.59
Br 1.444 -9.721 -1.260  0.55
Br -0.700 -7.593 -0.137  0.52
Br -1.462 -9.484 -2.633  0.56
H -0.829 -10.081 -0.294  -0.02
C -4.319 0.725 -6.680  -1.60
Br -3.496 -0.940 -6.103  0.54
Br -3.125 1.770 -7.806  0.57
Br -6.040 0.424 -7.534  0.57
H -4.508 1.318 -5.779  -0.07
C 4.034 6.263 3.826  -1.55
Br 4.937 4.590 3.410  0.67
Br 3.733 7.338 2.232  0.60
Br 2.390 5.970 4.822  0.61
H 4.704 6.835 4.475  -0.01
C 5.519 -5.374 1.267  -1.59
Br 6.808 -6.192 2.474  0.57
Br 4.091 -6.606 0.790  0.56
Br 4.825 -3.701 1.975  0.58
H 6.055 -5.133 0.343  -0.02
C -4.539 -3.062 -1.783  -1.49
Br -5.150 -1.347 -2.469  0.58
Br -3.695 -4.136 -3.167  0.57
Br -3.390 -2.852 -0.228  0.89
H -5.428 -3.609 -1.452  -0.02
C -2.741 -2.992 7.664  -1.59
Br -2.353 -3.062 5.759  0.55
Br -1.324 -3.804 8.721  0.56
Br -3.139 -1.183 8.255  0.55
H -3.644 -3.589 7.828  -0.02